Record 1
{"formula": "C20H47IrN8O4Si", "method": "ωB97M-V/def2-TZVPD", "spin_multiplicity": 2, "total_charge": 3, "gap_ha": [0.219, 0.249], "species": ["Ir", "N", "C", "C", "C", "N", "C", "C", "N", "C", "H", "H", "H", "H", "H", "H", "H", "H", "H", "H", "H", "H", "H", "H", "H", "H", "N", "C", "N", "C", "N", "N", "N", "H", "H", "H", "H", "C", "C", "C", "C", "O", "Si", "O", "O", "C", "C", "C", "C", "O", "C", "C", "C", "C", "H", "H", "H", "H", "H", "H", "H", "H", "H", "H", "H", "H", "H", "H", "H", "H", "H", "H", "H", "H", "H", "H", "H", "H", "H", "H", "H"], "coordinates": [[-0.52206, 1.67584, -0.64422], [-0.55742, 2.88520, 2.49054], [-0.90595, 4.34093, 2.20847], [0.05680, 4.97124, 1.18861], [-0.34269, 4.96285, -0.29476], [0.05547, 3.71604, -1.03161], [-1.82155, 5.26003, -0.49875], [-2.68057, 4.32438, 0.33548], [-2.48913, 2.93861, -0.17943], [-2.37835, 4.48372, 1.82191], [0.36297, 2.80769, 2.93088], [-0.54561, 2.31239, 1.62903], [-1.22977, 2.47137, 3.14147], [-0.74356, 4.80925, 3.17909], [1.07252, 4.58668, 1.32500], [0.12125, 6.02662, 1.46173], [0.23573, 5.76114, -0.76636], [1.08098, 3.68401, -1.15736], [-0.25176, 3.84615, -2.00271], [-2.07763, 5.17103, -1.55860], [-2.03419, 6.29549, -0.23075], [-3.73140, 4.58307, 0.18251], [-2.84019, 2.93048, -1.13588], [-3.10336, 2.28711, 0.30377], [-3.01352, 3.84556, 2.44292], [-2.66624, 5.50662, 2.07482], [-4.10013, -3.25873, 0.12885], [-3.88737, -2.16951, -0.25255], [-3.78007, -0.98836, -0.67347], [-2.89883, -0.16859, -0.98596], [-2.19349, 0.71827, -1.29225], [2.38028, 2.33892, -1.68972], [1.63670, 1.48414, -0.81502], [2.20104, 2.04495, -2.64653], [3.37408, 2.22801, -1.50445], [2.03029, 1.59262, 0.11974], [1.74724, 0.49280, -1.04906], [1.76848, -0.64367, -3.11295], [1.14294, -1.99018, -2.77252], [-0.25755, -2.05789, -3.36382], [2.01811, -3.13001, -3.26982], [1.10845, -2.11989, -1.32581], [0.24071, -1.75847, -0.01938], [-0.14730, -0.14461, -0.00514], [1.11743, -2.00378, 1.30560], [2.17954, -1.40702, 2.05941], [3.38464, -1.19365, 1.15468], [2.52078, -2.39843, 3.16444], [1.68867, -0.09805, 2.67739], [-1.11314, -2.68034, 0.17668], [-1.15730, -4.12442, 0.32983], [-1.16859, -4.83311, -1.01181], [-2.31826, -4.48725, 1.19361], [0.04589, -4.65259, 1.17085], [1.91318, -0.54707, -4.18820], [2.74287, -0.53495, -2.62611], [1.08894, 0.16371, -2.80977], [-0.20523, -1.97728, -4.44951], [-0.87809, -1.23308, -2.99783], [-0.74290, -2.99442, -3.12651], [2.14633, -3.06590, -4.35019], [1.56904, -4.09711, -3.04392], [3.00108, -3.09062, -2.80087], [3.75693, -2.14994, 0.78916], [4.18977, -0.69673, 1.69585], [3.14249, -0.59266, 0.26922], [2.87064, -3.33752, 2.73768], [1.64512, -2.59973, 3.78171], [3.30827, -2.00458, 3.80747], [1.21193, 0.54088, 1.92031], [2.51661, 0.43925, 3.14031], [0.94081, -0.30500, 3.44587], [-2.00712, -4.50362, -1.62442], [-1.25096, -5.91009, -0.86902], [-0.23860, -4.63206, -1.53629], [-3.37175, -4.16902, 0.46521], [-2.48086, -3.88852, 2.08721], [-2.50064, -5.55076, 1.33335], [0.95533, -4.44519, 0.60287], [-0.04520, -5.72854, 1.30106], [0.10800, -4.16413, 2.13871]]}


Record 2
{"formula": "C20H47N3O12Sr", "method": "ωB97M-V/def2-TZVPD", "total_charge": 0, "gap_ha": 0.280, "species": ["Sr", "O", "C", "O", "O", "H", "O", "C", "O", "O", "H", "C", "O", "C", "C", "N", "C", "C", "O", "C", "H", "H", "H", "H", "H", "H", "H", "H", "H", "H", "H", "H", "H", "H", "H", "C", "O", "C", "C", "N", "C", "C", "O", "C", "H", "H", "H", "H", "H", "H", "H", "H", "H", "H", "H", "H", "H", "H", "H", "C", "O", "C", "C", "N", "C", "C", "O", "C", "H", "H", "H", "H", "H", "H", "H", "H", "H", "H", "H", "H", "H", "H", "H"], "coordinates": [[-3.62396, -2.71663, 0.97227], [-4.80236, 0.77509, 2.77834], [-5.65076, -0.30788, 2.91836], [-6.73765, -0.13219, 3.41760], [-5.15025, -1.41844, 2.49069], [-4.01468, 0.43276, 2.33431], [-0.60900, 0.32110, -0.12917], [-1.48259, -0.58946, 0.38324], [-1.42420, -1.78603, -0.07949], [-2.31290, -0.26711, 1.25508], [-0.15152, -0.27069, -0.75736], [-3.83171, 4.01962, -1.19498], [-2.63712, 4.76089, -1.26575], [-1.47488, 3.96935, -1.19125], [-1.13951, 3.25940, -2.50039], [-0.04352, 2.31886, -2.27183], [0.29196, 1.58659, -3.49824], [1.45988, 0.67629, -3.21434], [1.09430, -0.36249, -2.30714], [0.63259, -1.52423, -2.97237], [-4.65075, 4.73156, -1.28084], [-3.92691, 3.51813, -0.22427], [-3.91496, 3.28922, -2.00434], [-1.56353, 3.24909, -0.36078], [-0.64666, 4.62440, -0.91564], [-0.79744, 4.01843, -3.20972], [-2.05039, 2.79054, -2.89936], [-0.39667, 1.63565, -1.60835], [0.58930, 2.34604, -4.22585], [-0.56704, 0.99678, -3.85316], [2.25903, 1.24177, -2.73393], [1.85166, 0.25384, -4.14879], [1.47912, -2.06066, -3.42018], [-0.09024, -1.25507, -3.74707], [0.19543, -2.18691, -2.22684], [8.26136, 2.05961, 1.22572], [6.97734, 2.62157, 1.11898], [6.65902, 2.97796, -0.22096], [5.29094, 3.61671, -0.20040], [4.23372, 2.64225, 0.02841], [2.94975, 3.24976, 0.31233], [1.92764, 2.22469, 0.67547], [2.11874, 1.80841, 2.02368], [1.08639, 0.94405, 2.42510], [8.28628, 1.04460, 0.81456], [8.51016, 2.02019, 2.28646], [9.01007, 2.69495, 0.73834], [6.65219, 2.05849, -0.81311], [7.36798, 3.73987, -0.56696], [5.09391, 4.11132, -1.16242], [5.29534, 4.45664, 0.51675], [4.50555, 2.03880, 0.79771], [2.57402, 3.73324, -0.59968], [3.00628, 4.02875, 1.08581], [1.99699, 1.34940, 0.01354], [0.90928, 2.61389, 0.53783], [0.11407, 1.44499, 2.37125], [1.29396, 0.64969, 3.45409], [1.07037, 0.05360, 1.78668], [-2.87258, -3.21925, -2.46578], [-3.22820, -3.92602, -1.26928], [-2.64797, -5.22418, -1.27266], [-2.53494, -5.75966, 0.16896], [-1.94946, -4.69057, 0.99074], [-1.77970, -5.15402, 2.38462], [-1.27889, -3.97783, 3.21282], [-2.32452, -3.04027, 3.20883], [-2.00185, -1.84559, 3.93162], [-3.55194, -2.37249, -2.54759], [-3.04316, -3.84247, -3.34621], [-1.83853, -2.89371, -2.38211], [-1.65282, -5.20055, -1.72417], [-3.30647, -5.89405, -1.83345], [-1.84064, -6.60267, 0.10111], [-3.54490, -6.03679, 0.46774], [-0.98878, -4.52058, 0.70187], [-1.10858, -6.01528, 2.47548], [-2.72492, -5.41034, 2.87279], [-0.35060, -3.55580, 2.80251], [-1.04383, -4.34034, 4.22162], [-1.87502, -2.06193, 4.99627], [-2.79963, -1.12816, 3.77762], [-1.06545, -1.40853, 3.56901]]}


Record 3
{"formula": "C20H47N3O2RhSi3", "method": "ωB97M-V/def2-TZVPD", "spin_multiplicity": 5, "total_charge": 1, "gap_ha": [0.255, 0.276], "species": ["Rh", "C", "Si", "C", "C", "C", "Si", "C", "C", "C", "Si", "C", "C", "C", "C", "C", "C", "C", "N", "H", "H", "H", "H", "H", "H", "H", "H", "H", "H", "H", "H", "H", "H", "H", "H", "H", "H", "H", "H", "H", "H", "H", "H", "H", "H", "H", "H", "N", "C", "C", "N", "H", "H", "H", "H", "H", "H", "H", "H", "H", "C", "C", "C", "O", "H", "H", "H", "H", "H", "H", "H", "C", "O", "H", "H", "H"], "coordinates": [[-0.05572, -0.05110, -0.00083], [4.22910, -0.62117, 2.45072], [2.43922, -0.24828, 2.02371], [2.00806, 1.38696, 2.84914], [1.39457, -1.60509, 2.82124], [2.16614, -0.13095, 0.16432], [2.80746, -1.60966, -0.81692], [2.55592, -3.25380, 0.06036], [4.67072, -1.46106, -1.03679], [2.04993, -1.71853, -2.54716], [2.76405, 1.45802, -0.59793], [4.42373, 2.08643, -0.00903], [2.72899, 1.46888, -2.47589], [1.42903, 2.74120, -0.19815], [1.61187, 4.08818, 0.09239], [0.51250, 4.91312, 0.25979], [-0.75842, 4.37573, 0.11757], [-0.87402, 3.02937, -0.16629], [0.18703, 2.23362, -0.31286], [4.33871, -0.66468, 3.53762], [4.91000, 0.14731, 2.08034], [4.55769, -1.58201, 2.05153], [1.90870, 1.23013, 3.92658], [1.06522, 1.79974, 2.48757], [2.79174, 2.13447, 2.70595], [1.12037, -1.29539, 3.83331], [1.95859, -2.53480, 2.90928], [0.46924, -1.81681, 2.28115], [3.31474, -3.39812, 0.83170], [2.67108, -4.06635, -0.66186], [1.58182, -3.36184, 0.53262], [5.17612, -1.46636, -0.06877], [4.98288, -0.56594, -1.57432], [5.03325, -2.32464, -1.60151], [1.07055, -1.24290, -2.63617], [1.93624, -2.76421, -2.84142], [2.70935, -1.25004, -3.27992], [5.19975, 1.33572, -0.16669], [4.42105, 2.34555, 1.05074], [4.71010, 2.97624, -0.57550], [3.44531, 0.78828, -2.93397], [2.95991, 2.47789, -2.82726], [1.73381, 1.21237, -2.84727], [2.61552, 4.48114, 0.19157], [0.64160, 5.96187, 0.49405], [-1.64432, 4.98486, 0.22919], [-1.84428, 2.56148, -0.27717], [-4.65721, -2.05338, -0.48225], [-3.77947, -2.04218, -1.70900], [-3.71872, -0.63810, -2.29700], [-3.33324, 0.38375, -1.35154], [-4.65704, -2.96546, -0.02586], [-5.62133, -1.79730, -0.69762], [-4.27261, -1.37036, 0.18231], [-4.16280, -2.78495, -2.40561], [-2.78704, -2.31849, -1.35795], [-4.66793, -0.35836, -2.76044], [-2.98234, -0.68890, -3.10061], [-2.55989, 0.10505, -0.76458], [-4.08613, 0.79167, -0.81747], [-2.59601, 1.52421, 2.97463], [-1.94368, 0.20500, 2.58666], [-2.97406, -0.79883, 2.03648], [-0.91683, 0.46730, 1.67048], [-3.34470, 1.37118, 3.75415], [-3.08658, 1.97030, 2.10472], [-1.84577, 2.22322, 3.34181], [-1.48003, -0.22759, 3.48166], [-2.56208, -1.28558, 1.14754], [-3.90716, -0.27324, 1.79036], [-3.22158, -1.57024, 2.76635], [-0.71015, -3.07735, -0.64412], [-0.99084, -1.70412, -0.63934], [-1.59810, -3.66039, -0.92721], [-0.39415, -3.42592, 0.34416], [0.07711, -3.32755, -1.35906]]}